Entry 1:
The following is a DFT calculation (ωB97M-V with the def2-TZVPD basis set) of a structure of composition C28H29Cl5N6S2Sr in a non-equilibrium geometry.

Computed properties:
* strongest force on any atom: 5.72 eV/A
* net charge: 0
* highest occupied orbital energy (spin up / spin down): -5.37 / -5.86 eV
* relative energy (zero: lowest compared OMol25 entry of this formula, charge and spin): 436.44 kJ/mol
* electronic energy: -4540.7773 Ha
* E_LUMO (spin up / spin down): -0.49 / -0.43 eV

The geometry in XYZ format:
```
71
Properties=species:S:1:pos:R:3:forces:R:3:mulliken_charge:R:1
Sr 0.618604 -1.012115 1.343087 -3.0540 -3.5574 -3.2729 1.17
C 3.812958 3.297399 1.496927 0.0384 0.2270 0.0160 -0.82
S 3.872883 1.528283 1.875467 -0.0154 0.0463 0.1726 -0.06
C 2.377518 1.021613 1.155166 -0.8764 -0.1604 0.2533 0.21
S 2.262999 0.456302 -0.471060 0.1195 0.2432 0.4019 -0.30
N 1.203031 1.062030 2.059396 0.9159 1.2340 0.4198 -0.34
N -0.081309 1.144413 1.361656 0.1877 1.4216 0.5290 -0.70
C -1.254062 1.051046 2.047305 0.6658 -0.2288 -0.3815 -0.55
C -2.448402 0.802099 1.296398 0.0831 0.1811 0.6409 1.12
C -3.675776 0.785387 2.005176 -0.0891 -0.0913 -0.2252 -1.03
C -4.844006 0.539800 1.335080 -0.0050 0.0162 0.1068 -0.18
C -4.801834 0.328218 -0.046906 0.1569 0.0053 -0.0586 -0.95
C -3.563369 0.378269 -0.658076 -0.1507 -0.0346 0.1239 0.08
N -2.406173 0.603902 -0.037553 0.1004 -0.0264 -0.2289 -0.23
H 4.716821 3.757805 1.897629 0.0007 -0.0490 0.0205 0.36
H 2.942527 3.764704 1.956688 0.0149 -0.0586 -0.0169 0.22
H 3.789627 3.441660 0.417796 -0.0276 -0.0353 0.0151 0.24
H -1.367959 1.234124 3.107873 0.0383 0.0257 0.0240 0.27
H -3.672127 0.951366 3.073616 0.0114 0.0151 0.0571 0.35
H -5.781075 0.504456 1.875980 -0.0363 -0.0074 -0.0342 0.45
H -5.689056 0.125011 -0.625969 -0.0691 -0.0128 -0.0102 0.44
H -3.503583 0.220149 -1.729608 0.0028 0.0086 -0.0972 0.31
Cl 2.852433 -1.763950 2.368650 1.0902 0.2123 1.4155 0.05
C 1.840053 -0.894471 3.559903 0.6860 0.5901 0.6272 0.43
C 1.315545 0.435351 3.334771 0.3543 0.0173 -0.2841 0.21
C 0.769543 1.086319 4.455765 0.0139 -0.0947 -0.1624 -0.77
Cl 0.393546 2.747592 4.290393 -0.0440 0.1525 0.0493 -0.09
C 0.593619 0.443078 5.674070 0.1581 -0.1573 -0.1776 0.48
Cl -0.114739 1.284385 6.980061 -0.0543 0.0179 0.1217 -0.18
C 1.009043 -0.884765 5.833735 -0.1860 0.3081 0.0998 0.15
Cl 0.739550 -1.681235 7.324065 0.0299 -0.1079 0.0633 -0.18
C 1.660413 -1.529929 4.793321 0.2008 0.0931 -0.3837 -0.27
Cl 2.251003 -3.122149 5.000753 0.0028 -0.1571 0.2287 -0.18
N 1.891845 -1.141795 -3.484266 -0.0686 0.1137 0.1697 -0.45
C 0.954230 -1.674294 -4.479848 0.0432 0.0981 -0.0270 0.15
C 0.720129 -3.170259 -4.302769 -0.1583 -0.1188 -0.1858 -1.56
C -0.094291 -3.589310 -3.079528 -0.1623 -0.0175 0.0604 0.07
N 0.668971 -3.446782 -1.838365 -0.1068 -0.0364 0.1504 -0.29
C -1.382286 -2.760018 -2.974236 -0.0060 -0.0320 -0.0332 -0.77
C -1.158835 -1.257720 -3.100166 0.2228 0.0307 0.2091 0.35
N -0.444506 -0.741585 -1.884647 1.3879 -0.1466 0.0508 1.03
C -0.380367 -0.925722 -4.371644 -0.0753 0.0152 -0.0098 -1.38
H 2.614925 -1.804700 -3.233745 -0.0516 0.0356 -0.0081 0.17
H 0.625523 -0.837791 -2.023679 -1.3272 0.0377 0.0205 0.49
H 2.338862 -0.292220 -3.810201 -0.0125 -0.0369 0.0620 0.22
H 1.353672 -1.525444 -5.494078 -0.1489 -0.0349 0.0629 0.30
H 1.673031 -3.704279 -4.337891 0.0465 -0.0316 0.0866 0.42
H 0.153774 -3.504341 -5.178549 0.0769 -0.0234 -0.0351 0.44
H -0.401149 -4.633082 -3.247161 0.0088 0.0654 0.0275 0.40
H 1.449725 -4.093934 -1.821015 -0.0375 0.0129 -0.0140 0.27
H 0.064358 -3.662790 -1.041020 0.1820 0.0872 -0.0824 0.13
H -1.893715 -2.976540 -2.032320 0.0535 -0.0253 0.0029 -0.16
H -2.064169 -3.046090 -3.778726 0.0374 -0.0467 -0.0474 0.55
H -2.120991 -0.749774 -3.103209 -0.0616 -0.0396 -0.1095 0.04
H -0.722649 -1.286841 -1.044468 -0.1986 -0.0232 -0.2308 -0.80
H -0.658036 0.235795 -1.659263 -0.0726 -0.0575 0.0630 0.60
H -0.222433 0.149992 -4.466931 0.0325 0.0660 0.0537 0.43
H -1.025083 -1.223413 -5.202296 0.0504 0.0350 -0.0850 0.52
C -1.330314 -2.615067 0.622854 0.3414 -0.0232 -0.2931 -1.73
C -2.502565 -2.898669 0.822572 -0.1854 0.1163 0.2301 -0.29
C -3.895133 -3.093347 1.106093 -0.0588 -0.0568 -0.2029 1.25
C -4.410398 -2.890068 2.385977 0.0490 0.0113 0.0158 -0.26
C -5.765774 -3.024543 2.628430 -0.0526 -0.0052 0.0267 -0.63
C -6.635378 -3.367160 1.602350 0.0140 -0.0120 -0.0326 -0.41
C -6.134112 -3.580158 0.326026 0.0726 0.0242 0.0300 -0.57
C -4.778082 -3.444647 0.082690 0.0049 -0.0005 -0.0204 -0.34
H -3.737481 -2.610022 3.183201 0.0534 0.0181 0.0515 0.50
H -6.145863 -2.856811 3.626925 -0.0321 0.0031 0.0433 0.39
H -7.693887 -3.471989 1.793609 -0.0541 0.0029 0.0307 0.41
H -6.795374 -3.849257 -0.485293 -0.0757 -0.0168 -0.0305 0.40
H -4.384613 -3.597169 -0.913026 0.0056 -0.0248 -0.0527 0.39
```
Forces are in eV/Å.

---

Entry 2:
The following is a DFT calculation (ωB97M-V with the def2-TZVPD basis set) of a structure of composition C27H33HgN5Sb.

Computed properties:
* strongest force on any atom: 0.32 eV/A
* 2S+1: 2
* <S²>: 0.780
* net charge: 0
* highest occupied orbital energy (spin up / spin down): -5.19 / -7.47 eV
* electronic energy: -1716.0544 Ha
* E_LUMO (spin up / spin down): -0.04 / -0.37 eV

The geometry in XYZ format:
```
67
Properties=species:S:1:pos:R:3:forces:R:3:lowdin_spin:R:1
Hg 1.348009 1.421594 0.392816 -0.2991 0.0315 -0.0989 0.00
C 3.653060 1.619821 -3.336207 0.0028 -0.0147 0.0123 0.04
C 4.114312 0.297905 -3.535142 0.0210 0.0219 -0.0390 0.03
C 3.882054 -0.641168 -2.585524 -0.0111 -0.0263 0.0163 0.01
C 3.171535 -0.350772 -1.370890 0.0732 0.0055 -0.0717 0.05
N 2.737447 0.955384 -1.215138 -0.0011 -0.0711 0.1004 0.06
C 2.986719 1.879894 -2.180937 0.0029 -0.0146 0.0161 0.01
N 3.008201 -1.397635 -0.562764 -0.0074 -0.0151 0.0321 0.05
C 2.439773 -1.456707 0.646730 -0.0293 -0.0208 -0.0224 0.16
N 1.923864 -0.427468 1.355047 0.1253 0.1196 -0.0077 -0.01
C 1.328021 -0.846473 2.492210 -0.0250 -0.0188 0.0022 0.15
N 0.648895 -0.098388 3.366694 -0.0292 -0.0234 -0.0217 0.05
C 0.351451 1.200084 3.315911 0.0108 0.0540 0.0933 0.05
C -0.361654 1.691142 4.462513 -0.0092 -0.0301 -0.0129 0.01
C -0.777604 2.977396 4.564784 -0.0176 0.0361 0.0215 0.03
C -0.499575 3.885293 3.517174 0.0004 -0.0101 0.0081 0.04
C 0.189608 3.409760 2.446701 0.0280 -0.0205 0.0010 0.01
N 0.618953 2.125897 2.320829 0.0531 -0.1423 -0.0168 0.06
C 1.521266 -2.281467 2.577809 -0.0503 0.0305 0.1097 0.06
C 1.137311 -3.230060 3.525645 -0.0032 0.0187 -0.0217 0.02
C 1.459836 -4.551295 3.290437 0.0246 -0.0170 -0.0438 0.03
C 2.157070 -4.935088 2.128166 -0.0260 0.0158 0.0411 0.03
C 2.542011 -4.002618 1.186254 -0.0117 0.0251 -0.0004 0.02
C 2.219737 -2.664818 1.416838 0.0762 -0.0408 -0.0873 0.06
H 3.821625 2.406022 -4.056960 0.0023 -0.0070 -0.0022 0.00
H 4.653131 0.035849 -4.437123 -0.0028 0.0031 0.0042 0.00
H 4.219152 -1.661890 -2.695405 -0.0020 0.0052 -0.0009 0.00
H 2.619512 2.876989 -1.973364 -0.0106 0.0018 0.0075 0.00
H -0.552675 0.964282 5.238751 -0.0019 0.0029 -0.0042 0.00
H -1.317293 3.304957 5.444571 0.0028 0.0003 -0.0050 0.00
H -0.804653 4.920555 3.553028 -0.0002 -0.0054 0.0051 0.00
H 0.438630 4.064245 1.621115 0.0019 -0.0043 -0.0112 0.00
H 0.600465 -2.927410 4.415566 0.0021 -0.0004 -0.0029 0.00
H 1.174508 -5.309772 4.008616 0.0030 -0.0007 -0.0026 0.00
H 2.393785 -5.980805 1.976590 -0.0014 0.0015 0.0029 0.00
H 3.077633 -4.289414 0.290283 -0.0008 0.0009 0.0039 0.00
C -2.932522 1.025901 1.482580 -0.0439 0.0033 0.0159 0.00
C -3.066535 0.991899 -0.040644 0.0069 0.0542 0.0705 0.00
C -4.146781 0.019733 -0.501202 -0.0314 0.0066 0.0489 0.00
Sb -1.137594 0.583895 -0.908222 0.1740 0.1633 -0.0065 0.00
C -1.297059 -1.485066 -1.444151 0.0649 -0.0565 0.0379 0.00
C -0.185051 -1.852090 -2.422823 -0.0055 -0.0285 -0.0013 0.00
C -1.229931 -2.338455 -0.178245 0.0117 -0.0223 -0.0217 0.00
C -1.284069 1.553477 -2.823596 -0.0343 -0.0041 -0.0504 0.00
C -2.575985 1.242402 -3.569489 -0.0097 -0.0005 -0.0161 0.00
C -1.083078 3.055100 -2.640975 -0.0186 0.0197 -0.0204 0.00
H -3.899157 1.248494 1.944442 0.0100 -0.0034 -0.0086 0.00
H -2.221338 1.784861 1.815268 0.0002 -0.0040 -0.0099 0.00
H -2.593459 0.065749 1.881047 0.0029 0.0002 -0.0133 0.00
H -3.306370 1.999349 -0.394737 -0.0319 -0.0079 -0.0183 0.00
H -3.938789 -0.995048 -0.157028 0.0075 -0.0054 0.0014 0.00
H -4.253317 -0.011138 -1.585789 0.0070 0.0092 0.0020 0.00
H -5.113874 0.310334 -0.079860 0.0101 -0.0016 -0.0015 0.00
H -2.272394 -1.596622 -1.924018 -0.0050 -0.0215 -0.0041 0.00
H 0.797772 -1.756809 -1.953335 0.0012 -0.0016 -0.0057 0.00
H -0.196107 -1.234726 -3.323739 -0.0169 -0.0012 -0.0004 0.00
H -0.292309 -2.894291 -2.737336 0.0043 0.0064 0.0129 0.00
H -0.261057 -2.231395 0.317313 -0.0275 -0.0010 -0.0165 0.00
H -1.351295 -3.396595 -0.427114 0.0112 0.0080 -0.0003 0.00
H -2.003656 -2.079714 0.547355 -0.0123 0.0104 0.0004 0.00
H -0.434909 1.149014 -3.382223 0.0034 0.0165 -0.0105 0.00
H -3.442449 1.650430 -3.042867 0.0125 -0.0041 -0.0016 0.00
H -2.734187 0.169414 -3.696053 0.0119 0.0030 0.0017 0.00
H -2.561772 1.692899 -4.566435 0.0023 0.0037 0.0098 0.00
H -1.889677 3.495321 -2.047341 0.0011 -0.0073 -0.0010 0.00
H -1.076774 3.566187 -3.607960 -0.0054 -0.0119 0.0074 0.00
H -0.140396 3.283667 -2.138446 0.0085 -0.0125 -0.0052 0.00
```
Forces are in eV/Å.

---

Entry 3:
The following is a DFT calculation (ωB97M-V with the def2-TZVPD basis set) of a structure of composition C13H7BrN2O3S2Tl in a non-equilibrium geometry.

Computed properties:
* strongest force on any atom: 2.12 eV/A
* net charge: -1
* highest occupied orbital energy: -5.48 eV
* electronic energy: -4377.7640 Ha
* E_LUMO: 2.49 eV

The geometry in XYZ format:
```
29
Properties=species:S:1:pos:R:3:forces:R:3:mulliken_charge:R:1
Tl 0.266795 2.080349 -0.356717 -0.4205 -0.6510 -0.2324 0.88
S -1.727791 0.992544 0.775436 0.0201 1.1354 0.9966 -0.40
C -1.742386 2.304593 2.008100 0.1850 0.0909 -1.0998 0.57
C -2.735057 2.188267 3.004609 -0.8321 -0.7535 1.4171 -0.17
N -3.477792 2.034464 3.877875 0.2383 0.1786 -0.6542 -0.50
C -1.008202 3.451947 2.077474 0.3060 -0.2166 -0.4837 0.70
S 0.244838 4.040261 0.982203 -0.1145 0.3749 0.4769 -0.40
C -1.162314 4.345058 3.179595 -0.0332 0.6911 1.6907 -0.24
N -1.182680 5.020855 4.126199 -0.0986 -0.6817 -1.3397 -0.49
Br 3.381947 -0.933595 -1.463382 -0.2994 -0.2117 0.1035 -0.11
C 1.820174 -1.872724 -0.846986 0.6480 0.5125 0.2740 -0.21
C 1.440069 -2.982944 -1.556397 -0.0587 -0.0892 -0.4919 -0.34
C 0.295730 -3.663517 -1.178894 0.2762 -1.0110 -1.3614 -0.37
C -0.441715 -3.239383 -0.117999 -1.7513 -0.9204 0.7742 -0.57
C -0.000496 -2.173574 0.627703 -0.6200 -0.1660 0.9541 -0.39
C 1.128832 -1.474133 0.290149 0.8093 1.2826 0.1894 0.72
C 1.494447 -0.251256 1.197876 -0.5624 -1.6588 0.2990 0.42
O 1.372398 -0.433378 2.396967 0.1538 0.1215 -0.0472 -0.67
O 1.833091 0.809200 0.596061 0.4634 0.7963 -0.4175 -0.69
H 1.980568 -3.263047 -2.448391 0.1330 -0.1398 0.0543 0.41
H 0.011341 -4.549733 -1.759495 -0.0237 0.3990 0.2386 0.33
H -1.390818 -3.775633 0.159546 1.1303 0.6100 -0.2363 0.31
H -0.517089 -1.921000 1.547448 0.0348 0.2650 -0.1515 0.45
C -0.183245 0.133918 -2.846108 -0.9038 1.4313 0.3667 -0.57
C 0.296289 1.564107 -2.459970 0.3916 -1.2979 -0.3971 0.44
O 0.890783 2.319081 -3.174192 -0.2399 -0.0479 -0.8084 -0.53
H -0.126282 -0.126803 -3.886589 0.1258 0.2535 -0.6126 0.39
H -1.185993 -0.095474 -2.458970 0.0535 0.4440 -0.1243 0.29
H 0.424556 -0.528451 -2.293151 0.9892 -0.7412 0.6230 -0.23
```
Forces are in eV/Å.

---

Entry 4:
The following is a DFT calculation (ωB97M-V with the def2-TZVPD basis set) of an isolated molecule of C5H8Cl2O in a non-equilibrium geometry.

Computed properties:
* strongest force on any atom: 2.31 eV/A
* net charge: 0
* highest occupied orbital energy: -9.86 eV
* relative energy (zero: lowest compared OMol25 entry of this formula, charge and spin): 8.97 kJ/mol
* electronic energy: -1190.9088 Ha
* E_LUMO: 0.54 eV

The geometry in XYZ format:
```
16
Properties=species:S:1:pos:R:3:forces:R:3:mulliken_charge:R:1
O -0.588075 1.670979 -0.432257 1.6953 0.5855 0.2050 -0.47
C -1.649785 0.824458 -0.204997 -0.1224 -1.2717 -1.9302 -0.43
C -1.027814 -0.584852 -0.374892 -0.1783 0.2849 0.4181 0.00
Cl -2.418779 -1.732213 -0.550324 0.4595 0.0103 0.1268 -0.21
C -0.151099 -0.952472 0.792915 0.2970 -0.0635 0.2803 -0.31
C 1.169465 -0.716877 0.923031 -0.8409 0.2677 -1.0866 -0.48
C 2.058151 0.036783 -0.053225 -1.4282 0.0881 -0.5170 -0.36
Cl 3.354234 -1.009081 -0.708548 -0.0208 -0.1616 -0.0838 -0.22
H -0.779804 2.524979 -0.794388 -0.6377 0.4733 -0.1641 0.28
H -2.041956 0.921153 0.772311 -0.5828 0.1247 1.1726 0.31
H -2.453136 0.936108 -0.955448 0.2338 0.0278 0.3316 0.37
H -0.421572 -0.653442 -1.276238 -0.4098 0.1973 -0.2295 0.33
H -0.718671 -1.436614 1.600276 0.5548 0.0513 -0.2141 0.31
H 1.663560 -1.134470 1.761829 0.3891 -0.1511 0.8876 0.42
H 1.417419 0.423026 -0.885868 0.8871 -0.3468 0.6039 0.13
H 2.587869 0.882536 0.385817 -0.2958 -0.1162 0.1994 0.34
```
Forces are in eV/Å.

---

What is the formula in the second record? C27H33HgN5Sb